# 1
The following is a DFT calculation (wB97M-V/def2-TZVPD) of a cluster of 8 separate species, C46H39F7NO5PS in total in a non-equilibrium geometry.

Values from the calculation:
Frontier orbital gap   7.8 eV
HOMO level   -9.061 eV
Structure (SMILES)   N=P(O)(O)C1=C(S)C(=O)OC1=O.Fc1ccccc1.Fc1ccccc1.Fc1ccccc1.Fc1ccccc1.Fc1ccccc1.Fc1ccccc1.Fc1ccccc1

```
! wB97M-V def2-TZVPD RIJCOSX def2/J DEFGRID3
* xyz 0 1
N -0.30 -0.93 -2.92
P -0.95 0.42 -3.23
O -2.55 0.35 -3.24
O -0.54 1.48 -2.12
C -0.46 1.10 -4.83
C -0.11 2.36 -5.11
S -0.07 3.78 -4.09
C 0.27 2.37 -6.58
O 1.05 3.09 -7.13
O -0.40 1.31 -7.13
C -0.34 0.33 -6.11
O -0.16 -0.82 -6.33
H 0.29 -1.23 -3.68
H -2.97 1.11 -3.64
H -1.18 2.21 -2.11
H -1.03 4.51 -4.66
F -2.96 4.41 -2.84
C -3.70 4.39 -1.70
C -3.25 3.67 -0.61
C -4.01 3.63 0.54
C -5.22 4.31 0.59
C -5.66 5.03 -0.51
C -4.90 5.08 -1.67
H -2.31 3.14 -0.66
H -3.66 3.07 1.39
H -5.82 4.28 1.49
H -6.60 5.56 -0.47
H -5.22 5.64 -2.54
F -1.58 1.95 1.61
C -1.86 0.78 2.23
C -2.15 0.78 3.58
C -2.44 -0.42 4.20
C -2.44 -1.60 3.47
C -2.14 -1.58 2.11
C -1.85 -0.38 1.48
H -2.15 1.71 4.13
H -2.68 -0.44 5.25
H -2.66 -2.54 3.96
H -2.12 -2.50 1.55
H -1.62 -0.34 0.43
F -2.51 -4.94 3.18
C -2.05 -5.55 4.28
C -2.93 -6.27 5.07
C -2.45 -6.90 6.20
C -1.11 -6.80 6.55
C -0.24 -6.06 5.75
C -0.71 -5.44 4.60
H -3.97 -6.34 4.78
H -3.12 -7.48 6.82
H -0.74 -7.29 7.44
H 0.80 -5.98 6.02
H -0.06 -4.87 3.96
F 0.47 -6.15 9.28
C 1.04 -4.93 9.19
C 0.56 -3.90 9.98
C 1.16 -2.65 9.89
C 2.20 -2.44 9.00
C 2.66 -3.48 8.21
C 2.08 -4.74 8.30
H -0.26 -4.09 10.66
H 0.80 -1.84 10.51
H 2.66 -1.46 8.93
H 3.47 -3.32 7.51
H 2.43 -5.56 7.70
F 3.74 -2.24 4.86
C 4.97 -2.79 4.76
C 5.12 -4.14 5.02
C 6.38 -4.71 4.91
C 7.47 -3.92 4.56
C 7.29 -2.57 4.32
C 6.03 -1.99 4.41
H 4.26 -4.74 5.29
H 6.51 -5.76 5.10
H 8.45 -4.36 4.49
H 8.14 -1.95 4.05
H 5.88 -0.94 4.22
F 6.98 -0.19 -7.50
C 5.80 0.09 -8.09
C 4.86 0.83 -7.39
C 3.65 1.12 -7.99
C 3.38 0.67 -9.27
C 4.33 -0.08 -9.96
C 5.55 -0.36 -9.36
H 5.09 1.17 -6.38
H 2.91 1.70 -7.46
H 2.43 0.89 -9.74
H 4.12 -0.44 -10.96
H 6.31 -0.94 -9.88
F -1.34 6.53 -5.07
C -2.41 6.81 -5.87
C -3.50 5.97 -5.85
C -4.58 6.27 -6.67
C -4.55 7.39 -7.49
C -3.43 8.21 -7.50
C -2.35 7.93 -6.67
H -3.51 5.10 -5.21
H -5.45 5.63 -6.67
H -5.39 7.61 -8.13
H -3.40 9.08 -8.14
H -1.47 8.56 -6.65
*
```



# 2
The following is a DFT calculation (wB97M-V/def2-TZVPD) of a structure of composition C46H40As2CuN8O.

Values from the calculation:
Frontier orbital gap   8.1 eV
HOMO level   -10.368 eV
Relative energy (zero: lowest compared OMol25 entry of this formula, charge and spin)   0.0 kJ/mol

```
! wB97M-V def2-TZVPD RIJCOSX def2/J DEFGRID3
* xyz 1 1
Cu 1.11 0.21 -0.91
C -0.55 1.91 1.94
C 0.02 3.32 1.68
As 0.95 3.59 -0.06
C -0.53 4.37 -1.07
C -1.85 3.98 -0.87
C -2.87 4.52 -1.64
C -2.58 5.44 -2.64
C -1.27 5.83 -2.85
C -0.25 5.30 -2.07
C 1.88 5.25 0.33
C 3.22 5.36 -0.04
C 3.92 6.54 0.20
C 3.29 7.60 0.82
C 1.95 7.49 1.20
C 1.25 6.32 0.95
As 0.69 0.51 1.35
C -0.09 -1.10 2.09
C 0.74 -2.21 2.26
C 0.22 -3.42 2.67
C -1.14 -3.54 2.91
C -1.97 -2.45 2.74
C -1.45 -1.23 2.33
C 2.17 0.85 2.54
C 3.38 1.30 2.01
C 4.45 1.56 2.84
C 4.33 1.37 4.21
C 3.13 0.92 4.75
C 2.05 0.66 3.91
H -1.50 1.77 1.42
H -0.73 1.76 3.00
H 0.77 3.55 2.44
H -0.77 4.07 1.75
H -2.09 3.27 -0.09
H -3.90 4.22 -1.47
H -3.38 5.86 -3.23
H -1.04 6.56 -3.61
H 0.77 5.63 -2.23
H 3.71 4.53 -0.52
H 4.96 6.62 -0.09
H 3.83 8.52 1.01
H 1.46 8.33 1.68
H 0.21 6.26 1.23
H 1.81 -2.12 2.08
H 0.87 -4.27 2.80
H -1.56 -4.49 3.23
H -3.03 -2.54 2.94
H -2.11 -0.38 2.21
H 3.46 1.46 0.93
H 5.39 1.92 2.43
H 5.17 1.58 4.86
H 3.03 0.77 5.81
H 1.12 0.30 4.33
C 2.93 -4.51 -2.69
N 2.99 -3.16 -2.13
C 2.20 -2.12 -2.40
N 2.42 -1.16 -1.51
C 3.38 -1.69 -0.71
N 3.74 -2.90 -1.04
C 2.06 -5.43 -1.86
C 2.53 -6.67 -1.47
C 1.73 -7.52 -0.73
C 0.45 -7.14 -0.36
C -0.03 -5.89 -0.76
C 0.78 -5.04 -1.50
C -1.37 -5.48 -0.38
N -2.21 -6.09 0.39
N -3.34 -5.30 0.44
C -3.11 -4.28 -0.31
O -1.87 -4.32 -0.87
C -3.96 -3.13 -0.56
C -5.14 -2.98 0.17
C -5.92 -1.85 -0.03
C -5.53 -0.88 -0.94
C -4.37 -1.03 -1.68
C -3.98 0.01 -2.69
N -2.56 0.35 -2.65
C -1.69 0.26 -1.65
N -0.49 0.65 -2.07
C -0.71 1.00 -3.37
N -1.95 0.83 -3.75
C -3.59 -2.17 -1.49
H 3.95 -4.88 -2.72
H 2.56 -4.42 -3.71
H 1.50 -2.09 -3.22
H 3.80 -1.17 0.14
H 3.53 -6.98 -1.74
H 2.10 -8.49 -0.43
H -0.19 -7.79 0.22
H 0.39 -4.07 -1.80
H -5.42 -3.74 0.89
H -6.84 -1.73 0.53
H -6.14 0.01 -1.07
H -4.56 0.92 -2.53
H -4.17 -0.33 -3.71
H -1.92 -0.11 -0.66
H 0.05 1.38 -4.02
H -2.69 -2.32 -2.07
*
```



# 3
The following is a DFT calculation (wB97M-V/def2-TZVPD) of a structure of composition C46H40AsMoN8S2 in a non-equilibrium geometry.

Values from the calculation:
Frontier orbital gap (alpha / beta)   6.2 / 6.2 eV
HOMO level (alpha / beta)   -16.006 / -15.996 eV
Relative energy (zero: lowest compared OMol25 entry of this formula, charge and spin)   0.0 kJ/mol

```
! wB97M-V def2-TZVPD RIJCOSX def2/J DEFGRID3
* xyz 3 1
Mo -1.45 -1.27 -0.74
N -3.97 1.67 1.52
C -3.20 0.65 1.32
N -3.17 -0.06 0.23
C -4.10 0.24 -0.77
N -4.13 -0.56 -1.82
N -3.23 -1.63 -1.67
C -3.75 -2.81 -1.74
C -3.20 -3.87 -0.92
C -3.61 -5.19 -0.92
C -3.27 -5.98 0.20
C -2.63 -5.42 1.25
C -2.14 -4.16 1.12
N -2.37 -3.39 0.07
C -4.97 1.38 -0.64
C -5.86 1.83 -1.63
C -6.66 2.93 -1.41
C -6.55 3.59 -0.17
C -5.67 3.24 0.80
C -4.89 2.12 0.52
H -3.90 2.19 2.34
H -2.47 0.47 2.09
H -4.77 -2.87 -2.17
H -4.25 -5.60 -1.71
H -3.51 -7.03 0.19
H -2.51 -5.86 2.21
H -1.49 -3.66 1.84
H -5.80 1.35 -2.62
H -7.29 3.26 -2.24
H -7.23 4.43 0.01
H -5.72 3.77 1.77
S 0.04 -2.54 -1.97
C 1.28 -3.14 -0.79
C 2.37 -3.91 -1.31
C 3.31 -4.39 -0.45
C 4.44 -5.11 -1.00
N 5.34 -5.63 -1.51
C 3.14 -4.18 0.95
C 2.13 -3.41 1.44
C 1.23 -2.81 0.59
S 0.21 -1.59 1.22
C 4.01 -4.73 1.96
N 4.70 -5.11 2.81
H 2.44 -4.04 -2.38
H 1.98 -3.35 2.53
C 6.72 -1.60 -1.09
C 5.38 -1.06 -0.82
C 5.00 -0.86 0.50
C 3.78 -0.37 0.88
C 3.47 -0.13 2.33
C 2.85 -0.16 -0.13
As 1.13 0.45 0.46
N -0.36 0.36 -0.57
C -1.05 1.20 -1.47
C -1.15 0.76 -2.79
C -1.82 1.59 -3.72
C -2.48 2.71 -3.31
C -2.40 3.10 -1.98
C -1.69 2.40 -1.04
C 1.18 2.13 1.32
C 0.71 2.20 2.64
C 0.26 0.96 3.39
C 0.87 3.43 3.23
C 1.36 4.57 2.53
C 1.46 5.90 3.25
C 1.76 4.40 1.21
C 1.70 3.19 0.55
C 2.19 3.03 -0.85
C 3.17 -0.27 -1.49
C 2.21 -0.01 -2.64
C 4.41 -0.82 -1.78
H 7.47 -0.80 -0.83
H 6.85 -1.79 -2.18
H 7.03 -2.42 -0.48
H 5.66 -1.11 1.32
H 3.01 0.90 2.48
H 4.43 -0.21 2.82
H 2.81 -0.90 2.79
H -0.57 -0.11 -3.12
H -1.81 1.35 -4.75
H -2.96 3.31 -4.06
H -2.84 4.03 -1.72
H -1.51 2.79 -0.03
H 1.11 0.25 3.50
H -0.54 0.41 3.00
H -0.02 1.27 4.39
H 0.47 3.59 4.25
H 0.48 6.45 3.35
H 2.08 6.62 2.70
H 1.89 5.84 4.25
H 2.13 5.30 0.70
H 1.79 3.78 -1.57
H 1.86 2.05 -1.26
H 3.26 3.18 -0.89
H 2.31 1.01 -3.05
H 1.20 -0.15 -2.30
H 2.31 -0.66 -3.49
H 4.65 -0.90 -2.82
*
```



# 4
The following is a DFT calculation (wB97M-V/def2-TZVPD) of a structure of composition C46H40BF3N2O3S in a non-equilibrium geometry.

Values from the calculation:
Frontier orbital gap   7.1 eV
HOMO level   -7.897 eV
Relative energy (zero: lowest compared OMol25 entry of this formula, charge and spin)   499.7 kJ/mol

```
! wB97M-V def2-TZVPD RIJCOSX def2/J DEFGRID3
* xyz 0 1
C -1.48 3.26 4.59
N -1.90 2.73 3.30
C -2.88 3.33 2.56
O -3.68 4.16 2.98
C -2.80 2.75 1.15
C -2.25 3.81 0.19
C -0.96 4.37 0.74
C -0.98 5.45 1.63
C 0.20 5.90 2.23
C 1.42 5.28 1.91
C 1.45 4.25 0.96
C 0.27 3.82 0.36
N -1.90 1.60 1.35
C -1.42 0.86 0.29
C -0.20 0.28 0.29
C 0.61 -0.18 -0.89
C 1.59 -1.27 -0.45
C 1.18 -2.52 0.07
C 2.15 -3.41 0.51
C 3.51 -3.10 0.40
C 3.90 -1.86 -0.10
C 2.92 -0.91 -0.41
C -1.12 1.73 2.58
C -1.00 0.45 3.38
C -2.00 0.04 4.18
C -1.92 -1.05 5.14
C -3.09 -1.48 5.80
C -3.03 -2.45 6.79
C -1.80 -3.02 7.14
C -0.63 -2.63 6.47
C -0.69 -1.66 5.46
H -2.37 3.60 5.12
H -0.99 2.46 5.14
H -0.79 4.10 4.46
H -3.79 2.39 0.85
H -2.11 3.38 -0.81
H -3.00 4.61 0.14
H -1.94 5.92 1.87
H 0.16 6.72 2.95
H 2.34 5.61 2.40
H 2.40 3.77 0.69
H 0.28 3.04 -0.40
H -2.12 0.73 -0.55
H 0.39 0.33 1.21
H -0.04 -0.62 -1.67
H 0.11 -2.76 0.10
H 1.85 -4.37 0.94
H 4.27 -3.82 0.71
H 4.94 -1.58 -0.26
H 3.21 0.12 -0.61
H -0.10 2.11 2.35
H -0.08 -0.12 3.23
H -2.97 0.55 4.12
H -4.04 -1.02 5.52
H -3.94 -2.76 7.31
H -1.74 -3.77 7.93
H 0.33 -3.08 6.72
H 0.22 -1.34 4.94
C 1.46 0.82 -6.53
C 1.85 0.84 -5.10
C 2.96 1.36 -4.46
C 2.92 1.33 -3.04
C 1.72 0.82 -2.54
B -1.14 -3.21 -3.34
C 0.17 -4.01 -3.08
C 0.08 -5.38 -2.81
C 1.24 -6.12 -2.68
C 2.47 -5.50 -2.82
C 3.66 -6.41 -2.74
F 4.80 -5.90 -3.26
F 3.93 -6.73 -1.42
F 3.42 -7.60 -3.38
C 2.58 -4.12 -3.00
C 1.42 -3.37 -3.14
O 1.31 0.99 -1.30
C -1.06 0.79 -2.59
C -2.09 -0.08 -2.67
C -3.25 0.24 -3.30
C -3.38 1.61 -3.68
C -2.32 2.52 -3.55
C -1.10 2.10 -2.98
O -2.12 -2.53 -3.48
S 0.81 0.16 -3.87
H 2.11 1.37 -7.22
H 1.38 -0.21 -6.92
H 0.46 1.27 -6.63
H 3.82 1.77 -4.98
H 3.67 1.68 -2.34
H -0.89 -5.88 -2.75
H 1.19 -7.19 -2.54
H 3.56 -3.65 -3.07
H 1.47 -2.30 -3.32
H -4.03 -0.48 -3.54
H -4.33 1.94 -4.10
H -2.43 3.54 -3.91
H -0.24 2.76 -2.90
*
```



# 5
The following is a DFT calculation (wB97M-V/def2-TZVPD) of a structure of composition C46H40BrCl4FN4O7SSiSr in a non-equilibrium geometry.

Values from the calculation:
Frontier orbital gap   5.2 eV
HOMO level   -1.552 eV
Relative energy (zero: lowest compared OMol25 entry of this formula, charge and spin)   152.6 kJ/mol

```
! wB97M-V def2-TZVPD RIJCOSX def2/J DEFGRID3
* xyz -2 1
Sr -0.25 0.04 0.53
O 3.13 -2.28 -5.05
C 2.52 -1.79 -3.93
C 1.46 -2.43 -3.31
C 0.96 -1.91 -2.12
N 1.44 -0.80 -1.58
C 2.39 -0.17 -2.21
Br 2.97 1.46 -1.47
C 2.99 -0.60 -3.38
H 2.68 -3.09 -5.33
H 1.05 -3.34 -3.73
H 0.16 -2.39 -1.58
H 3.79 -0.04 -3.85
Cl -2.32 -0.39 -6.31
C -2.23 -0.60 -4.60
C -3.08 -1.46 -3.95
Cl -4.27 -2.34 -4.84
C -2.98 -1.62 -2.57
Cl -4.05 -2.72 -1.76
C -2.06 -0.92 -1.78
O -1.92 -1.12 -0.54
C -1.23 0.06 -2.47
O -0.44 0.81 -1.78
C -1.30 0.13 -3.85
Cl -0.18 1.16 -4.68
C 3.52 -3.08 -0.10
C 3.51 -2.15 1.09
C 4.35 -2.38 2.17
C 4.36 -1.44 3.20
C 3.56 -0.34 3.11
C 2.70 -0.16 1.99
N 2.70 -1.10 1.01
N 1.90 0.88 1.81
Si 1.91 2.34 2.67
C 3.62 3.25 2.66
C 0.73 3.54 1.79
C 1.36 2.28 4.52
H 4.25 -2.73 -0.82
H 2.55 -3.07 -0.58
H 3.79 -4.09 0.20
H 4.98 -3.26 2.21
H 5.00 -1.59 4.06
H 3.53 0.40 3.90
H 3.92 3.44 1.63
H 4.41 2.64 3.11
H 3.59 4.20 3.19
H 0.98 3.63 0.74
H 0.73 4.53 2.22
H -0.28 3.15 1.85
H 2.12 1.88 5.18
H 0.49 1.64 4.58
H 1.08 3.26 4.90
C -4.60 -4.96 4.00
C -3.19 -5.33 4.46
C -2.98 -6.83 4.23
C -1.52 -7.21 4.40
C -0.72 -6.45 3.39
C 0.37 -7.00 2.75
C 1.10 -6.23 1.86
F 2.16 -6.81 1.23
C 0.79 -4.92 1.61
C -0.31 -4.34 2.25
C -0.59 -2.90 2.00
O 0.03 -2.29 1.14
C -1.60 -2.37 2.89
C -2.34 -3.20 3.65
N -2.20 -4.56 3.72
C -1.10 -5.12 3.12
C -1.86 -0.84 3.07
O -2.82 -0.56 3.78
O -1.03 -0.09 2.54
H -5.33 -5.59 4.51
H -4.69 -5.10 2.93
H -4.84 -3.92 4.22
H -3.08 -5.11 5.53
H -3.29 -7.08 3.21
H -3.62 -7.39 4.93
H -1.38 -8.29 4.27
H -1.19 -6.95 5.41
H 0.66 -8.02 2.95
H 1.37 -4.30 0.95
H -3.11 -2.75 4.27
O -1.77 1.94 0.32
S -1.22 2.68 -0.80
C -1.79 4.42 -0.48
C -2.90 4.78 0.26
C -3.20 6.13 0.44
C -2.39 7.10 -0.11
C -1.27 6.74 -0.85
C -0.98 5.41 -1.03
C -2.48 2.60 -2.11
C -3.59 1.80 -1.90
C -4.51 1.60 -2.92
C -4.30 2.19 -4.15
C -3.18 2.98 -4.36
C -2.28 3.19 -3.34
H -3.52 4.01 0.70
H -4.07 6.41 1.03
H -2.63 8.15 0.03
H -0.63 7.51 -1.26
H -0.10 5.10 -1.58
H -3.70 1.32 -0.94
H -5.36 0.96 -2.76
H -4.98 2.00 -4.96
H -3.00 3.42 -5.34
H -1.39 3.79 -3.50
*
```